(1)
DFT (ωB97M-V/def2-TZVPD) results for a 2-piece molecular cluster, ClH3N2S overall.

```
! wB97M-V def2-TZVPD RIJCOSX def2/J DEFGRID3
* xyz 0 1
N 1.35797 0.74506 1.17372
N -0.24321 0.27795 -1.13082
S 1.19558 0.75654 -0.28023
Cl -0.56892 -1.25177 1.21908
H -0.92553 -0.38580 1.95183
H -0.20294 0.52795 -2.06612
H -0.61294 -0.66994 -0.86746
*
```

Output
- Calculated total energy: -26383.756 eV
- LUMO energy: -0.174 eV


(2)
DFT (ωB97M-V/def2-TZVPD) results for one molecule with the formula C3H3IO2.

```
! wB97M-V def2-TZVPD RIJCOSX def2/J DEFGRID3
* xyz 0 1
C 1.65100 0.43205 1.73948
C 0.74189 0.36182 0.93764
C -0.32545 -0.08435 0.05804
O -0.88627 -1.62070 -1.49548
O 0.16410 -0.93855 -0.80923
I -1.06220 1.93742 -1.36213
H 2.45225 0.72613 2.29950
H -1.34312 -0.09344 0.48770
H -1.39220 -0.72038 -1.85552
*
```

Output
- Calculated total energy: -15349.275 eV
- SMILES: C#C[C@@H](I)OO
- LUMO energy: -1.096 eV


Computed values of HOMO-LUMO gap (unit: eV) for the preceding records, in sequence: 8.984; 8.343.
Computed values of largest force on an atom (unit: eV/Å) for the preceding records, in sequence: 4.35; 4.01.
Computed values of molecular weight (unit: g/mol) for the preceding records, in sequence: 98.6; 198.0.